{"formula": "C21H30N4O2", "method": "ωB97M-V/def2-TZVPD", "multiplicity": 1, "e_above_lowest_kcal_mol": 475.5, "smiles": "CCCCN(C)CCNC(=O)CCn1nc(-c2ccc(C)cc2)ccc1=O", "homo_lumo_gap_ev": 7.637, "lumo_ev": -0.252, "charge": 0, "homo_energy_ev": -7.89, "elements": ["C", "C", "C", "C", "N", "C", "C", "C", "N", "C", "O", "C", "C", "N", "N", "C", "C", "C", "C", "C", "C", "C", "C", "C", "C", "C", "O", "H", "H", "H", "H", "H", "H", "H", "H", "H", "H", "H", "H", "H", "H", "H", "H", "H", "H", "H", "H", "H", "H", "H", "H", "H", "H", "H", "H", "H", "H"], "coordinates": [[-4.01032, -3.51287, -1.05964], [-5.00747, -2.48511, -0.94929], [-4.46396, -1.02025, -0.54228], [-4.00954, -1.14735, 0.88232], [-3.75342, 0.05838, 1.22128], [-3.81531, 0.23064, 2.87107], [-2.51475, 0.70516, 0.78500], [-2.54036, 2.48114, 0.87377], [-1.61439, 2.88662, -0.19098], [-0.24578, 2.96112, 0.18575], [0.09789, 3.29167, 1.49873], [0.67379, 3.54741, -0.95171], [0.65878, 2.59970, -1.91076], [0.96478, 1.09000, -1.57720], [2.09444, 0.92168, -1.09158], [2.51824, -0.10849, -0.78762], [3.86155, -0.41325, -0.24895], [4.82154, 0.20220, -0.69182], [6.14058, 0.35845, -0.28223], [6.33028, -0.85131, 0.76674], [7.79286, -1.13052, 1.11366], [5.41278, -1.66408, 1.18339], [4.09154, -1.33219, 0.62375], [1.39312, -1.19603, -0.62174], [0.14684, -0.96655, -1.31783], [-0.24628, 0.45611, -1.55083], [-1.22029, 0.83064, -2.09226], [-3.21240, -3.22130, -1.74852], [-3.50844, -3.62936, 0.00135], [-4.50423, -4.50530, -1.58869], [-5.51304, -2.29232, -1.98684], [-5.80670, -2.92214, -0.10275], [-3.83168, -0.74684, -1.27399], [-5.40499, -0.33308, -0.60073], [-3.14249, -1.66428, 0.86901], [-4.95583, -1.47181, 1.62085], [-4.80712, -0.15119, 3.37740], [-3.63977, 1.37475, 2.99570], [-3.01109, -0.26312, 3.17516], [-1.57260, 0.21363, 1.31980], [-2.40616, 0.32274, -0.22056], [-2.27808, 2.69195, 1.76990], [-3.30842, 2.62711, 0.59813], [-1.73904, 2.41869, -1.02939], [0.25855, 4.63653, -0.91530], [1.57974, 3.57835, -0.34581], [1.45075, 3.04764, -2.58263], [-0.11559, 2.58593, -2.45482], [4.56098, 1.21553, -1.37626], [6.89173, 0.85929, -0.34669], [7.90102, -2.02900, 1.63591], [8.55801, -0.74220, 0.34296], [8.10075, -0.20985, 1.67307], [5.62387, -2.36906, 1.84482], [3.26869, -2.10154, 0.94218], [1.66368, -2.06395, -0.63142], [-0.65718, -1.64870, -1.10057]], "forces_ev_per_angstrom": [[1.721, -3.359, -0.006], [-3.968, 2.371, -0.011], [-6.473, -3.876, 1.272], [-5.503, -3.508, -1.644], [1.269, 10.568, 7.984], [-3.809, 3.629, -3.706], [0.406, 0.013, 1.350], [16.355, -9.669, -1.306], [3.027, 0.472, 4.225], [-0.891, 5.651, 6.447], [-1.917, -2.843, -7.042], [-1.606, 2.647, 9.407], [7.842, -2.440, -4.086], [-5.477, 8.235, -1.800], [1.868, 9.500, -2.069], [-0.190, -13.073, 5.325], [-8.793, -3.200, 0.841], [10.811, 13.974, -6.969], [-10.651, -12.575, 5.339], [5.806, 4.492, -3.967], [0.272, 4.887, -1.044], [-5.571, 3.024, -3.444], [-0.330, -7.618, 5.696], [-3.341, 10.583, -4.976], [1.793, 0.674, 4.795], [4.874, -5.802, -0.585], [-3.587, 1.532, -0.889], [0.136, -0.010, 0.002], [-0.955, -0.657, -2.180], [1.458, 2.112, 1.929], [0.375, -0.757, 1.897], [1.577, 1.651, -2.372], [2.742, 1.124, -2.151], [1.791, -0.994, 0.253], [2.717, -3.415, 0.704], [2.652, -0.204, -2.258], [1.918, 0.852, -1.404], [-0.586, -2.134, 0.256], [3.431, -2.261, 1.849], [-1.390, 1.296, -0.491], [0.122, 0.830, -0.514], [1.866, 2.030, 5.583], [-18.305, 3.918, -5.798], [-0.607, -0.937, -2.043], [0.753, -2.023, -1.346], [0.567, 0.249, -0.583], [-0.243, -1.692, -0.280], [-5.913, -0.222, -3.915], [0.231, -2.865, 1.138], [8.140, 6.378, -1.905], [0.914, -1.225, 0.556], [-1.226, -2.154, 0.091], [-0.434, -0.970, 1.207], [0.367, -3.288, 2.643], [1.261, 1.826, -0.438], [2.866, -10.036, 1.177], [-0.161, -0.708, -0.740]], "lowdin_charge": [-0.203, -0.331, -0.165, -0.376, -0.260, 0.015, -0.077, 0.016, 0.094, -0.278, -0.091, -0.147, -0.156, 0.026, 0.124, -0.187, -0.308, -0.118, 0.126, -0.222, -0.058, -0.028, 0.010, 0.135, 0.111, -0.492, 0.076, 0.056, 0.103, 0.129, 0.123, 0.152, 0.054, 0.149, 0.079, 0.192, 0.110, 0.096, 0.001, 0.150, 0.057, 0.042, -0.037, 0.066, 0.189, 0.119, 0.161, 0.045, 0.181, -0.006, 0.050, 0.105, 0.086, 0.071, 0.152, -0.009, 0.097]}